<A>
This record from OMol25 describes C5H13N as an isolated structure. The level of theory is ωB97M-V/def2-TZVPD.

Each line ends with the Mulliken charge.
Cartesian coordinates (Å):
1 C -2.4380 -0.4141 2.1036  -0.75
2 N -0.6204 -0.4800 -0.2349  -0.48
3 C 1.3531 -0.9158 -2.3463  -0.88
4 C 1.6893 0.1633 -1.6070  -0.45
5 C 0.6955 0.2164 0.1795  -0.29
6 C 0.9215 1.3790 0.7957  -0.55
7 H -3.4230 0.0798 2.0645  0.26
8 H -2.5226 -1.4068 1.6786  0.22
9 H -1.6649 0.1568 1.6253  0.05
10 H -2.2417 -0.4835 3.1802  0.28
11 H 0.5768 -0.7408 -3.0777  0.35
12 H -0.2175 -0.8091 -1.1089  0.27
13 H 2.1219 -1.6555 -2.5331  0.27
14 H 2.6646 0.4426 -1.2334  0.42
15 H 1.1526 1.0743 -1.8367  0.26
16 H -1.2202 0.3302 -0.3989  0.25
17 H 0.2883 2.2433 0.6295  0.27
18 H 1.1155 -0.6663 0.6580  0.23
19 H 1.7692 1.4862 1.4620  0.27

The value obtained for the HOMO-LUMO gap is 8.49 eV. As for the HOMO energy: -0.312 Ha. Its LUMO energy is -0.00013 Eh.

<B>
This record from OMol25 describes the molecule C5H13N. The level of theory is ωB97M-V/def2-TZVPD.

Each line ends with the Mulliken charge.
Cartesian coordinates (Å):
1 C -1.4031 -1.2916 -0.4213  -1.29
2 C -0.8678 0.0645 -0.0322  0.28
3 C -0.9489 0.1551 1.5604  -1.19
4 C 0.4928 0.2226 -0.6532  0.39
5 C 1.0966 1.5750 -0.4121  -1.67
6 N 1.5638 -0.7649 -0.2689  -0.68
7 H -1.5659 -1.2327 -1.5447  0.32
8 H -0.7594 -2.1757 -0.3686  0.32
9 H -2.3399 -1.5943 0.2193  0.32
10 H -1.6211 0.7667 -0.4170  0.27
11 H -0.5090 1.1955 1.7885  0.30
12 H -0.1803 -0.5010 1.9616  0.26
13 H -1.9703 0.1977 2.0700  0.38
14 H 0.3655 0.2150 -1.7011  0.31
15 H 0.4345 2.3509 -0.8421  0.35
16 H 2.0953 1.6451 -0.8155  0.44
17 H 1.1565 1.7201 0.6620  0.39
18 H 1.3005 -1.2027 0.6041  0.27
19 H 2.4299 -0.3842 0.0161  0.25

The value obtained for the HOMO-LUMO gap is 10.35 eV. As for the HOMO energy: -0.341 Ha. Its LUMO energy is 0.03918 Eh. The SMILES is CC(C)[C@@H](C)N.

<C>
This record from OMol25 describes a 2-piece molecular cluster, C5H13N overall. The level of theory is ωB97M-V/def2-TZVPD.

Each line ends with the Mulliken charge.
Cartesian coordinates (Å):
1 C -2.8981 -4.2784 5.0673  -0.65
2 C -1.9112 -3.5384 5.6054  -0.01
3 C -2.1956 -2.0364 5.9660  -0.94
4 H -2.6449 -5.2884 4.7099  0.24
5 H -3.9733 -3.9991 5.0397  0.23
6 H -0.8078 -3.6628 5.4298  0.25
7 H -2.5096 -2.1253 6.9076  0.30
8 H -1.2739 -1.4731 5.7466  0.31
9 H -3.0486 -1.7969 5.3449  0.27
10 C 2.8241 2.8831 -3.9633  -0.94
11 C 2.2870 2.6541 -5.5796  -0.31
12 N 0.8789 2.5734 -5.8769  -0.55
13 H 2.8471 1.9696 -3.5558  0.31
14 H 3.8543 3.2666 -4.0103  0.30
15 H 2.1430 3.5909 -3.3286  0.28
16 H 2.7969 3.5153 -6.0609  0.21
17 H 2.8125 1.7240 -6.0075  0.22
18 H 0.3097 2.5992 -5.0734  0.24
19 H 0.5094 3.4229 -6.3611  0.25

The value obtained for the HOMO-LUMO gap is 10.51 eV. As for the HOMO energy: -0.341 Ha. Its LUMO energy is 0.04510 Eh. The SMILES is C=CC.CCN.

<D>
This record from OMol25 describes a 2-piece molecular cluster, C5H13N overall. The level of theory is ωB97M-V/def2-TZVPD.

Each line ends with the Mulliken charge.
Cartesian coordinates (Å):
1 C -0.4972 -1.9809 -0.7782  -0.69
2 C 0.7030 -2.2714 -0.2804  -0.08
3 C 2.0478 -1.8642 -0.8874  -0.99
4 H -1.4147 -2.5017 -0.5364  0.25
5 H -0.5679 -1.2813 -1.5623  0.25
6 H 0.8326 -3.0469 0.3993  0.40
7 H 2.8499 -1.7310 -0.1486  0.28
8 H 1.8786 -0.8473 -1.3295  0.27
9 H 2.3186 -2.6332 -1.5887  0.30
10 C -0.8522 2.0382 -0.5550  -0.63
11 N -1.3286 1.8482 0.8081  -0.40
12 C -0.1853 1.6125 1.6769  -0.69
13 H -1.6674 2.4002 -1.1456  0.35
14 H -0.6909 1.0155 -1.0478  0.08
15 H -0.0726 2.9552 -0.7256  0.26
16 H -1.7616 2.7638 1.1628  0.26
17 H 0.5750 2.4601 1.6588  0.29
18 H -0.5683 1.6442 2.7302  0.29
19 H 0.2922 0.6593 1.4212  0.19

The value obtained for the HOMO-LUMO gap is 10.14 eV. As for the HOMO energy: -0.330 Ha. Its LUMO energy is 0.04251 Eh. The SMILES is C=CC.CNC.

The least stable of them is <A>.

<A>
This record from OMol25 describes the molecule C5H13N. The level of theory is ωB97M-V/def2-TZVPD.

Each line ends with the Mulliken charge.
Cartesian coordinates (Å):
1 C -1.1064 -0.6252 1.8771  -1.01
2 C 0.1870 -1.2013 1.2361  -0.66
3 C 0.8042 -0.0343 0.4319  -0.84
4 N -0.0730 0.5144 -0.6059  0.00
5 C -0.3218 -0.4047 -1.7056  -0.97
6 C 0.4815 1.7525 -1.1052  -1.05
7 H -1.8880 -0.5536 1.0975  0.27
8 H -0.9755 0.4494 2.0715  0.30
9 H -1.3303 -1.1271 2.8028  0.35
10 H 0.9689 -1.4913 1.9356  0.35
11 H 0.0221 -2.0670 0.6173  0.35
12 H 1.1743 0.7468 1.1018  0.48
13 H 1.6458 -0.4631 -0.2013  0.46
14 H -0.7957 0.1269 -2.5468  0.35
15 H 0.7271 -0.6981 -1.9528  0.38
16 H -0.9398 -1.2020 -1.3006  0.22
17 H -0.2360 2.1836 -1.8204  0.37
18 H 1.4661 1.6434 -1.5955  0.36
19 H 0.5127 2.5419 -0.3128  0.30

The value obtained for the HOMO-LUMO gap is 9.50 eV. As for the HOMO energy: -0.306 Ha. Its LUMO energy is 0.04271 Eh. The SMILES is CCCN(C)C.

<B>
This record from OMol25 describes the molecule C5H13N. The level of theory is ωB97M-V/def2-TZVPD.

Each line ends with the Mulliken charge.
Cartesian coordinates (Å):
1 C -1.9194 0.7250 -1.1728  -1.03
2 C -1.6401 -0.1232 0.0698  -0.66
3 C -0.3207 -0.9273 0.1489  -0.41
4 N 0.7893 -0.1204 0.6563  -0.01
5 C 1.8565 -0.9548 1.1815  -1.10
6 C 1.2086 0.9212 -0.2855  -1.01
7 H -1.3493 1.6746 -0.8787  0.22
8 H -1.6681 0.3811 -2.1673  0.29
9 H -2.9580 0.9451 -1.2872  0.31
10 H -2.5073 -0.6580 0.4517  0.45
11 H -1.4389 0.7248 0.7762  0.26
12 H -0.0918 -1.2845 -0.8658  0.30
13 H -0.5822 -1.7721 0.8392  0.40
14 H 1.4758 -1.6250 1.9214  0.36
15 H 2.4914 -0.2195 1.7586  0.37
16 H 2.6273 -1.4465 0.5365  0.32
17 H 2.2694 1.1455 -0.5096  0.36
18 H 0.8933 0.7348 -1.3333  0.32
19 H 0.8642 1.8792 0.1603  0.26

The value obtained for the HOMO-LUMO gap is 9.55 eV. As for the HOMO energy: -0.309 Ha. Its LUMO energy is 0.04190 Eh. The SMILES is CCCN(C)C.

<C>
This record from OMol25 describes a 2-piece molecular cluster, C5H13N overall. The level of theory is ωB97M-V/def2-TZVPD.

Each line ends with the Mulliken charge.
Cartesian coordinates (Å):
1 C 0.3493 0.2443 -0.1833  0.91
2 C 1.0931 0.8921 0.9600  -1.66
3 C -0.0508 -1.9760 -0.1181  -1.18
4 C 1.1411 0.1718 -1.4617  -1.44
5 C -1.8279 0.8755 0.7803  -0.93
6 N -0.9639 0.5725 -0.3445  -0.22
7 H -1.3753 -0.1794 -0.9215  0.37
8 H 1.5108 1.1715 -1.7324  0.39
9 H 0.7369 0.5069 1.9191  0.37
10 H 0.9388 1.9762 0.9685  0.40
11 H 2.1672 0.7214 0.8813  0.39
12 H 0.9286 -2.3213 0.2343  0.29
13 H -0.8359 -2.3739 0.5334  0.33
14 H -0.2060 -2.3655 -1.1324  0.37
15 H 2.0217 -0.4578 -1.3144  0.34
16 H 0.5634 -0.2858 -2.2632  0.35
17 H -1.9948 -0.0419 1.3608  0.30
18 H -2.7914 1.2252 0.4077  0.32
19 H -1.4047 1.6442 1.4259  0.31

The value obtained for the HOMO-LUMO gap is 8.16 eV. As for the HOMO energy: -0.263 Ha. Its LUMO energy is 0.03657 Eh.

The least stable of them is <C>.

<A>
This record from OMol25 describes the molecule C6H10O2S2. The level of theory is ωB97M-V/def2-TZVPD.

Each line ends with the Mulliken charge.
Cartesian coordinates (Å):
1 C -1.2259 -0.6027 3.3153  -0.74
2 C -1.3671 -1.1778 2.1163  0.00
3 C -2.3109 -0.6685 1.0729  -0.57
4 S -1.5724 -0.2504 -0.5193  -0.10
5 S -0.3852 1.3524 -0.0668  -0.07
6 C 1.1681 0.7150 0.6229  -0.67
7 C 1.7815 -0.4742 -0.1406  -0.52
8 C 2.0291 -0.0545 -1.5852  0.48
9 O 2.9175 0.6760 -1.9086  -0.55
10 O 1.1648 -0.5350 -2.4909  -0.48
11 H -0.5904 -1.0658 4.0877  0.27
12 H -1.7813 0.3048 3.5676  0.24
13 H -0.7992 -2.0677 1.8089  0.26
14 H -3.0672 -1.4607 0.8366  0.33
15 H -2.8455 0.2212 1.4151  0.33
16 H 1.0662 0.4935 1.6909  0.36
17 H 1.8466 1.5846 0.5369  0.44
18 H 1.1177 -1.3440 -0.0452  0.30
19 H 2.7355 -0.7464 0.3391  0.34
20 H 0.5307 -1.1029 -2.0735  0.35

The value obtained for the HOMO-LUMO gap is 9.72 eV. As for the HOMO energy: -0.343 Ha. Its LUMO energy is 0.01437 Eh. The SMILES is C=CCSSCCC(=O)O.

<B>
This record from OMol25 describes C6H10O2S2 as an isolated structure. The level of theory is ωB97M-V/def2-TZVPD.

Each line ends with the Mulliken charge.
Cartesian coordinates (Å):
1 C 1.9870 0.6623 -1.3120  -0.14
2 C -0.4859 0.8903 -0.5824  1.19
3 C 2.5580 -1.1597 0.7868  -0.51
4 C 2.3323 0.0853 1.4912  -0.67
5 C -1.0557 2.0558 -1.2849  -1.46
6 C -1.1373 -0.4173 -0.8529  -1.48
7 O -0.0899 1.0974 0.7212  -0.50
8 O 1.9158 2.6421 0.4071  -0.61
9 S 2.2930 -0.9924 -1.1081  -0.14
10 S 1.5551 1.3407 0.2029  0.88
11 H 3.5904 -1.4133 0.7954  0.40
12 H 1.7607 -2.0416 0.9923  0.27
13 H 1.6547 0.1304 2.4105  0.32
14 H 3.3241 0.5248 1.8281  0.31
15 H -0.3890 2.7324 -1.7127  0.34
16 H -1.7208 1.8192 -2.0265  0.51
17 H -1.7181 2.6306 -0.4214  0.23
18 H -2.0811 -0.4141 -1.3642  0.46
19 H -0.4905 -1.0616 -1.5241  0.24
20 H -1.3423 -1.0172 0.0207  0.35

The value obtained for the HOMO-LUMO gap (spin up / spin down) is 7.01 / 7.44 eV. As for the HOMO energy (spin up / spin down): -0.275 / -0.271 Ha. Its LUMO energy (spin up / spin down) is -0.01772 / 0.00246 Eh.

The least stable of them is <B>.

<A>
This record from OMol25 describes the molecule C4H6OS. The level of theory is ωB97M-V/def2-TZVPD.

Each line ends with the Mulliken charge.
Cartesian coordinates (Å):
1 S -2.2333 -0.0681 -0.3997  -0.23
2 C -0.6158 -0.1447 0.3946  0.14
3 C 0.1464 1.1383 0.0174  -0.37
4 C 1.3951 0.7906 -0.3196  -0.34
5 O 1.6713 -0.5267 -0.2662  -0.37
6 C 0.4225 -1.2101 -0.1357  -0.51
7 H -2.8676 0.3712 0.6455  0.13
8 H -0.6808 -0.2008 1.4443  0.28
9 H -0.2617 2.1210 -0.1261  0.34
10 H 2.2496 1.3802 -0.6187  0.42
11 H 0.1203 -1.5043 -1.1224  0.30
12 H 0.6539 -2.1466 0.4866  0.22

The value obtained for the HOMO-LUMO gap is 9.36 eV. As for the HOMO energy: -0.312 Ha. Its LUMO energy is 0.03153 Eh. The SMILES is S[C@@H]1C=COC1.

<B>
This record from OMol25 describes the molecule C4H6OS. The level of theory is ωB97M-V/def2-TZVPD.

Each line ends with the Mulliken charge.
Cartesian coordinates (Å):
1 O -0.7744 1.6556 -0.0901  -0.48
2 C -1.4396 0.6314 0.1236  0.15
3 S -0.9659 -1.0527 0.0011  -0.12
4 C 0.7578 -0.7451 -0.0544  -0.25
5 C 1.5380 0.2357 -0.7570  -0.33
6 C 1.7433 0.2682 0.7515  -0.48
7 H -2.6137 0.7108 0.2957  0.25
8 H 1.4317 -1.5882 -0.0625  0.31
9 H 1.0781 1.2746 -1.1344  0.22
10 H 2.3607 -0.2708 -1.2263  0.26
11 H 2.5917 -0.0846 1.3913  0.25
12 H 1.2050 1.2149 1.0573  0.23

The value obtained for the HOMO-LUMO gap is 9.82 eV. As for the HOMO energy: -0.336 Ha. Its LUMO energy is 0.02443 Eh. The SMILES is O=CSC1CC1.

<C>
This record from OMol25 describes the molecule C4H6OS. The level of theory is ωB97M-V/def2-TZVPD.

Each line ends with the Mulliken charge.
Cartesian coordinates (Å):
1 S -2.4863 -0.0650 -0.1024  -0.21
2 C -0.9018 0.4381 0.0102  -0.05
3 O 0.0896 -0.5956 0.2493  -0.25
4 C 1.4040 -0.2703 0.5231  0.14
5 C 1.9190 0.8881 -0.0631  -0.70
6 C 2.3744 -0.5357 -0.4895  -0.51
7 H -0.6387 1.6839 0.0760  0.24
8 H 1.5768 -0.3677 1.6308  0.32
9 H 1.4679 1.6678 -0.6613  0.35
10 H 2.6933 1.4476 0.5485  0.19
11 H 1.7632 -0.7168 -1.4133  0.23
12 H 3.4277 -1.0308 -0.4203  0.25

The value obtained for the HOMO-LUMO gap is 8.87 eV. As for the HOMO energy: -0.329 Ha. Its LUMO energy is -0.00289 Eh. The SMILES is S=COC1CC1.

The least stable of them is <C>.